[1]
{"formula": "C28H32BBeF4NO3P3", "method": "the ωB97M-V functional and the def2-TZVPD basis", "elements": ["Be", "C", "N", "P", "C", "C", "C", "C", "C", "C", "C", "C", "C", "C", "C", "C", "P", "C", "C", "C", "C", "C", "C", "C", "C", "C", "C", "C", "C", "H", "H", "H", "H", "H", "H", "H", "H", "H", "H", "H", "H", "H", "H", "H", "H", "H", "H", "H", "H", "H", "H", "H", "C", "O", "P", "O", "C", "O", "C", "H", "H", "H", "H", "H", "H", "H", "H", "H", "F", "B", "F", "F", "F"], "coordinates": [[0.0648, -0.8304, -0.7644], [2.5983, 2.6845, 1.0460], [1.4878, 1.8638, 0.5239], [1.6550, 0.1898, 0.4541], [3.2399, -0.0901, -0.3782], [4.1879, -0.9927, 0.0920], [5.3634, -1.1963, -0.6180], [5.5919, -0.5087, -1.7996], [4.6394, 0.3793, -2.2840], [3.4673, 0.5851, -1.5777], [1.8293, -0.4306, 2.1406], [0.8452, -1.2733, 2.6535], [0.8924, -1.6905, 3.9765], [1.9197, -1.2575, 4.8000], [2.9101, -0.4225, 4.2979], [2.8691, -0.0127, 2.9757], [-0.1216, 2.4336, 0.7547], [-0.0810, 3.0405, 2.4685], [0.1961, 4.3499, 2.8518], [0.2740, 4.6848, 4.1964], [0.0875, 3.7121, 5.1692], [-0.1892, 2.4026, 4.7984], [-0.2815, 2.0730, 3.4545], [-0.1427, 3.9465, -0.2548], [0.7670, 4.1540, -1.2875], [0.6370, 5.2465, -2.1360], [-0.4098, 6.1387, -1.9655], [-1.3276, 5.9378, -0.9414], [-1.1987, 4.8474, -0.0954], [3.5478, 2.3550, 0.6240], [2.6425, 2.6385, 2.1355], [2.4399, 3.7217, 0.7544], [4.0082, -1.5521, 1.0004], [6.0965, -1.9008, -0.2488], [6.5088, -0.6704, -2.3506], [4.8073, 0.9032, -3.2155], [2.7224, 1.2719, -1.9630], [0.0367, -1.6106, 2.0208], [0.1296, -2.3537, 4.3622], [1.9551, -1.5761, 5.8335], [3.7187, -0.0944, 4.9373], [3.6602, 0.6203, 2.5937], [0.3648, 5.1130, 2.1012], [0.4907, 5.7050, 4.4846], [0.1518, 3.9766, 6.2164], [-0.3385, 1.6421, 5.5535], [-0.5024, 1.0472, 3.1692], [1.5908, 3.4645, -1.4238], [1.3587, 5.4008, -2.9277], [-0.5083, 6.9914, -2.6239], [-2.1446, 6.6333, -0.8022], [-1.9218, 4.7026, 0.7000], [-4.8657, -0.5189, -0.7940], [-3.4794, -0.7608, -1.1559], [-2.3174, -0.1429, -0.2611], [-1.3479, -1.4800, 0.1088], [-1.7510, -2.8798, -0.1153], [-1.1594, 0.1045, -1.4786], [-1.2588, 1.1110, -2.5165], [-5.4367, -0.6336, -1.7086], [-4.9910, 0.4879, -0.3998], [-5.1866, -1.2546, -0.0612], [-1.8413, -3.3367, 0.8654], [-0.9735, -3.3540, -0.6985], [-2.6965, -2.8948, -0.6463], [-0.5546, 0.8250, -3.2913], [-1.0152, 2.0857, -2.1051], [-2.2714, 1.0887, -2.9109], [2.8417, -3.0218, -1.9919], [1.8190, -3.3226, -1.2116], [0.6876, -1.8033, -1.6745], [0.9560, -4.2728, -1.5841], [1.8807, -3.0413, 0.0998]], "atomic_forces_ev_per_a": [[0.10, -0.16, -0.09], [-0.04, -0.01, -0.03], [0.26, 0.29, 0.00], [-0.14, -0.42, -0.16], [-0.05, 0.13, 0.07], [0.01, 0.00, 0.05], [-0.04, 0.02, -0.02], [-0.01, -0.01, 0.02], [-0.01, -0.01, 0.00], [-0.01, -0.03, -0.04], [0.04, -0.05, 0.10], [0.05, -0.04, 0.05], [0.01, 0.04, -0.03], [0.01, 0.01, 0.01], [-0.01, 0.01, 0.01], [0.03, -0.02, -0.03], [-0.07, -0.17, -0.01], [-0.02, 0.00, 0.09], [0.07, 0.06, -0.01], [0.01, -0.03, -0.02], [-0.03, -0.02, -0.01], [0.03, 0.04, -0.04], [-0.06, -0.07, 0.03], [-0.04, 0.07, -0.03], [0.03, 0.04, -0.04], [0.01, -0.03, 0.02], [-0.01, 0.01, 0.03], [0.02, -0.02, -0.01], [-0.01, -0.01, -0.01], [-0.03, -0.05, 0.00], [0.01, 0.02, 0.00], [0.00, 0.00, 0.01], [0.00, 0.03, 0.01], [0.00, 0.00, 0.00], [0.00, 0.00, 0.00], [0.01, 0.01, 0.01], [-0.02, 0.04, 0.00], [-0.01, 0.00, -0.04], [-0.01, 0.00, 0.00], [0.01, -0.01, 0.00], [0.00, 0.00, 0.00], [-0.01, -0.02, -0.02], [-0.02, -0.01, 0.01], [0.00, 0.00, 0.00], [0.00, 0.00, 0.00], [0.00, -0.01, 0.00], [0.00, 0.12, 0.03], [0.00, -0.03, -0.03], [0.00, 0.00, 0.00], [-0.01, 0.00, 0.00], [0.00, 0.00, 0.01], [0.00, -0.01, 0.00], [0.06, -0.02, -0.08], [0.00, -0.16, -0.10], [-0.06, 0.13, -0.05], [0.12, 0.17, -0.07], [0.00, 0.21, 0.22], [-0.06, 0.02, 0.15], [0.00, -0.09, 0.14], [-0.02, 0.02, 0.00], [0.01, 0.01, 0.03], [0.00, -0.01, 0.01], [-0.01, -0.05, -0.02], [0.04, -0.06, -0.07], [0.01, -0.04, -0.02], [0.01, 0.00, -0.01], [0.00, 0.10, 0.01], [0.01, 0.03, -0.04], [0.13, -0.05, 0.00], [-0.32, 0.02, -0.23], [-0.09, 0.07, 0.04], [0.11, 0.01, 0.02], [0.04, 0.02, 0.18]], "largest_force_ev_per_a": 0.5, "molar_mass_g_mol": 619.31, "relative_energy_ev": 0.000, "energy_ha": -2829.97373, "gap_ev": 8.77, "total_charge": 1}

[2]
{"formula": "C28H32BN11OS3Ti", "method": "the ωB97M-V functional and the def2-TZVPD basis", "elements": ["Ti", "C", "C", "N", "N", "C", "B", "N", "C", "C", "C", "N", "N", "C", "C", "C", "N", "H", "H", "H", "H", "H", "H", "H", "H", "H", "H", "C", "S", "C", "S", "N", "N", "C", "C", "C", "C", "C", "C", "N", "H", "H", "H", "H", "H", "H", "H", "H", "C", "C", "C", "N", "C", "S", "N", "C", "O", "C", "C", "C", "C", "C", "C", "H", "H", "H", "H", "H", "H", "H", "H", "H", "H", "H", "H", "H", "H"], "coordinates": [[1.5198, 0.8619, 0.5871], [1.8798, -1.1710, 4.3729], [1.3953, -1.0810, 3.0677], [1.7345, 0.0907, 2.5345], [2.4417, 0.7604, 3.4654], [2.5393, 0.0249, 4.5821], [2.9506, 2.1897, 3.1744], [1.7192, 3.0008, 2.7476], [1.1452, 4.0546, 3.3480], [-0.0022, 4.3733, 2.6522], [-0.0537, 3.4376, 1.6183], [0.9846, 2.6098, 1.6862], [3.8771, 2.1063, 1.9442], [5.1239, 2.5576, 1.7471], [5.4830, 2.2879, 0.4394], [4.3703, 1.6521, -0.1109], [3.4082, 1.5583, 0.8070], [1.7593, -1.9861, 5.0641], [0.8410, -1.8039, 2.4936], [3.0594, 0.3966, 5.4485], [3.5027, 2.6649, 4.1163], [1.5892, 4.5156, 4.2140], [-0.7030, 5.1612, 2.8625], [-0.7902, 3.3471, 0.8416], [5.6737, 3.0395, 2.5376], [6.4103, 2.5215, -0.0522], [4.2139, 1.2754, -1.1073], [0.2973, 3.5613, -4.2262], [-0.9762, 2.9613, -3.0803], [0.0906, 2.0257, -2.0045], [1.4654, 2.7450, -1.2723], [-0.2124, 0.7792, -1.8539], [0.6738, 0.1001, -1.0416], [1.0662, -1.0707, -1.5512], [2.1622, -1.6560, -0.9315], [2.8749, -2.7705, -1.4394], [4.0316, -3.1611, -0.8321], [4.4730, -2.4593, 0.3132], [3.7375, -1.3985, 0.7650], [2.6041, -0.9613, 0.1746], [-0.1906, 4.2540, -4.9083], [0.7031, 2.7183, -4.7814], [1.0834, 4.0676, -3.6725], [0.6269, -1.4259, -2.4752], [2.5104, -3.2633, -2.3313], [4.6099, -3.9872, -1.2246], [5.3884, -2.7308, 0.8191], [4.0677, -0.8598, 1.6469], [-2.5918, -4.0052, -1.6175], [-2.4582, -3.5931, -0.1521], [-1.5935, -2.3498, 0.0377], [-2.3124, -1.1654, -0.4044], [-2.1970, 0.0396, 0.1405], [-1.1641, 0.3595, 1.4389], [-2.9937, 1.0589, -0.3151], [-4.0394, 1.1178, -1.2427], [-4.3525, 2.1881, -1.6995], [-4.7899, -0.1276, -1.5650], [-5.3046, -0.9397, -0.5558], [-6.0756, -2.0420, -0.8804], [-6.3217, -2.3534, -2.2117], [-5.8281, -1.5349, -3.2181], [-5.0788, -0.4152, -2.8953], [-3.1150, -4.9577, -1.7021], [-1.6066, -4.1178, -2.0734], [-3.1558, -3.2659, -2.1920], [-2.0106, -4.4088, 0.4182], [-3.4480, -3.3984, 0.2689], [-0.6550, -2.4461, -0.5161], [-1.3507, -2.2099, 1.0880], [-2.7868, -1.2320, -1.2920], [-2.6793, 1.9781, -0.0399], [-5.1173, -0.6887, 0.4813], [-6.4857, -2.6623, -0.0940], [-6.9137, -3.2239, -2.4622], [-6.0296, -1.7674, -4.2553], [-4.7041, 0.2495, -3.6635]], "atomic_forces_ev_per_a": [[-1.49, -0.78, -1.69], [-0.10, -0.06, -0.04], [0.18, 0.00, 0.21], [0.21, -0.38, 0.79], [0.07, -0.04, 0.41], [-0.04, -0.01, -0.08], [-0.19, -0.11, -0.33], [-0.01, 0.18, 0.34], [-0.05, 0.05, -0.09], [-0.02, -0.02, -0.01], [0.06, 0.17, 0.14], [-0.16, 0.75, 0.67], [0.27, 0.14, 0.11], [-0.07, -0.05, -0.05], [-0.03, -0.03, -0.13], [0.26, 0.15, 0.23], [1.44, 0.38, -0.05], [0.02, 0.00, 0.00], [-0.02, 0.05, -0.05], [0.03, 0.05, -0.03], [0.06, 0.04, 0.10], [0.06, -0.07, 0.01], [0.01, 0.02, -0.02], [0.06, -0.05, -0.11], [-0.05, -0.02, 0.06], [0.02, 0.00, 0.03], [-0.05, -0.04, 0.01], [-0.16, -0.10, 0.16], [0.00, -0.03, 0.00], [0.16, -0.25, -0.07], [0.03, -0.28, 0.43], [-0.64, -0.05, -0.43], [0.43, 0.08, -0.16], [0.21, -0.37, -0.27], [-0.28, 0.21, -0.12], [0.30, -0.21, 0.19], [-0.26, -0.09, -0.27], [-0.13, 0.33, 0.18], [0.52, -0.43, 0.30], [-0.63, 0.68, -0.41], [-0.01, 0.02, 0.00], [0.06, 0.05, -0.04], [0.01, 0.05, -0.03], [0.04, 0.03, 0.00], [-0.03, -0.01, 0.01], [-0.01, -0.01, 0.00], [-0.02, -0.01, 0.04], [-0.07, 0.07, -0.05], [-0.03, 0.03, 0.16], [0.04, 0.10, -0.19], [-0.10, -0.34, 0.14], [0.29, 0.52, -0.11], [-0.02, -0.63, -0.03], [0.05, 0.26, 0.20], [-0.06, 0.07, -0.10], [0.04, -0.01, 0.03], [0.03, 0.03, -0.05], [-0.33, -0.20, -0.07], [0.03, 0.15, 0.02], [-0.01, -0.08, 0.02], [-0.01, 0.06, -0.01], [0.00, -0.09, -0.01], [0.18, 0.15, 0.02], [-0.04, 0.02, -0.07], [-0.01, 0.00, -0.04], [0.00, -0.03, -0.06], [0.01, 0.01, 0.01], [0.01, -0.08, 0.08], [-0.03, 0.05, 0.08], [0.00, 0.06, 0.00], [-0.08, -0.05, 0.01], [0.04, 0.02, 0.08], [0.04, -0.05, 0.01], [0.00, 0.00, 0.00], [0.00, 0.00, 0.00], [-0.01, 0.01, 0.00], [-0.01, -0.03, -0.02]], "largest_force_ev_per_a": 2.4, "molar_mass_g_mol": 693.52, "energy_ha": -3832.80181, "gap_ev": [5.62, 5.63], "total_charge": 0}

[3]
{"formula": "C28H32Cl2IrO3Si", "method": "the ωB97M-V functional and the def2-TZVPD basis", "elements": ["C", "C", "C", "C", "C", "C", "C", "C", "C", "C", "Ir", "Cl", "Cl", "O", "H", "H", "H", "H", "H", "H", "H", "H", "H", "H", "H", "H", "H", "H", "H", "H", "O", "H", "O", "Si", "C", "C", "C", "C", "C", "C", "C", "C", "C", "C", "C", "C", "C", "C", "C", "C", "C", "C", "H", "H", "H", "H", "H", "H", "H", "H", "H", "H", "H", "H", "H", "H", "H"], "coordinates": [[2.4102, -2.7544, -0.4325], [1.2703, -3.6253, -0.3479], [0.7767, -3.6050, 0.9720], [0.7179, -4.4437, -1.4525], [1.6079, -2.7928, 1.7651], [2.6594, -2.2126, 0.8978], [4.0093, -1.7779, 1.3299], [3.3892, -2.6689, -1.5407], [-0.3654, -4.4173, 1.4638], [1.6230, -2.7452, 3.2440], [1.3845, -0.8004, 0.1441], [-2.5227, -2.6664, -0.9436], [0.7715, -0.9427, -2.1179], [1.7206, 0.0696, 1.9266], [1.2787, -4.3063, -2.3750], [-0.3246, -4.1637, -1.6225], [0.7508, -5.5058, -1.1920], [-1.1965, -4.3650, 0.7527], [-0.7265, -4.0466, 2.4281], [-0.0893, -5.4726, 1.6004], [0.6144, -2.7450, 3.6634], [2.1532, -1.8588, 3.6029], [2.1360, -3.6258, 3.6479], [3.9505, -1.1947, 2.2442], [4.4746, -1.1824, 0.5424], [4.6429, -2.6437, 1.5136], [2.8866, -2.7055, -2.5054], [4.1071, -3.4932, -1.4987], [3.9425, -1.7281, -1.4705], [0.9773, -0.1742, 2.5131], [2.6445, 0.5381, -0.5467], [3.0861, 0.8899, 0.2528], [-0.4173, -0.0141, 0.3732], [-1.0602, 1.3804, -0.1558], [-2.6779, 1.6503, 0.7802], [-2.8184, 2.7922, 1.5844], [-3.9749, 2.9912, 2.3395], [-5.0199, 2.0708, 2.2692], [-4.9026, 0.9445, 1.4491], [-3.7244, 0.7173, 0.7287], [-0.0374, 2.9094, 0.1500], [0.9917, 2.9045, 1.0927], [1.7897, 4.0333, 1.2778], [1.5033, 5.2243, 0.6090], [0.4158, 5.2714, -0.2681], [-0.3445, 4.1144, -0.4986], [-1.3615, 1.3484, -2.0106], [-0.5407, 2.0531, -2.9061], [-0.8587, 2.0851, -4.2629], [-1.9101, 1.3037, -4.7499], [-2.6269, 0.4792, -3.8784], [-2.3958, 0.5473, -2.5088], [-2.0160, 3.5275, 1.6469], [-4.0465, 3.8594, 2.9909], [-5.9086, 2.2151, 2.8760], [-5.7172, 0.2256, 1.3845], [-3.6021, -0.2038, 0.1555], [1.1990, 2.0204, 1.6962], [2.6382, 3.9714, 1.9596], [2.1118, 6.1139, 0.7762], [0.1528, 6.2002, -0.7761], [-1.1904, 4.1553, -1.1920], [0.3551, 2.5667, -2.5534], [-0.2869, 2.7190, -4.9375], [-2.1580, 1.3208, -5.8097], [-3.3607, -0.2297, -4.2538], [-2.9606, -0.1017, -1.8366]], "atomic_forces_ev_per_a": [[0.02, -0.48, 1.34], [0.44, 0.09, 0.07], [0.67, -0.01, 0.58], [-0.12, 0.10, -0.06], [0.56, -0.80, -0.89], [-0.07, -2.57, -0.18], [0.20, 0.21, 0.19], [0.16, 0.11, -0.30], [-0.43, -0.03, 0.00], [-0.05, 0.30, 0.35], [-1.14, -0.56, -1.87], [-0.32, -0.17, 0.04], [-0.38, -0.20, -2.06], [0.16, 1.15, 3.13], [0.00, 0.07, -0.05], [-0.13, 0.03, -0.07], [-0.05, -0.10, 0.04], [-0.01, 0.04, 0.08], [-0.01, -0.04, -0.11], [0.04, 0.04, -0.02], [0.00, 0.04, 0.02], [-0.10, -0.06, -0.03], [0.03, -0.06, 0.04], [0.04, 0.21, 0.04], [0.06, 0.08, 0.15], [0.19, -0.23, 0.06], [0.02, 0.12, -0.04], [0.10, -0.13, 0.06], [-0.08, -0.08, -0.20], [0.47, 0.35, -0.47], [2.00, 1.60, 0.17], [-0.27, 0.05, -0.44], [-1.94, 1.39, 0.48], [0.08, -1.44, -0.09], [0.10, 0.32, 0.00], [-0.43, -0.23, 0.10], [0.01, -0.15, -0.08], [0.21, -0.08, -0.14], [0.32, 0.07, -0.01], [-0.23, 0.20, 0.28], [-0.06, 0.49, 0.28], [0.33, 0.38, 0.06], [-0.12, 0.22, 0.02], [-0.12, -0.16, -0.11], [-0.18, -0.33, 0.05], [0.39, 0.38, 0.12], [0.00, 0.19, 0.05], [-0.47, -0.07, -0.18], [-0.15, -0.14, 0.10], [0.04, -0.08, 0.21], [0.04, 0.22, -0.08], [0.23, 0.02, -0.16], [-0.15, -0.20, -0.05], [-0.07, -0.07, -0.06], [-0.02, 0.02, -0.09], [0.13, 0.08, 0.06], [-0.04, 0.11, 0.13], [0.01, -0.05, -0.41], [-0.18, 0.11, -0.06], [-0.09, -0.18, -0.06], [0.09, -0.17, 0.10], [0.31, -0.01, 0.16], [-0.32, -0.04, -0.03], [0.01, -0.17, 0.01], [0.10, -0.06, 0.10], [0.00, 0.18, -0.02], [0.19, 0.14, -0.26]], "largest_force_ev_per_a": 3.3, "multiplicity": 6, "molar_mass_g_mol": 707.77, "energy_ha": -2626.04849, "gap_ev": [4.29, 6.25], "total_charge": -2}

What is the formula in the first record?
C28H32BBeF4NO3P3